Entry from the OMol25 dataset: a molecular structure, C44H58N6O28S7 (wB97M-V/def2-TZVPD).

LUMO   -0.7 eV
Strongest force on any atom   0.28283 hartree/bohr
Energy   -188626.2011 eV
Kohn-Sham gap   0.2841 Eh
Spin multiplicity   1

Last column: Mulliken charge in e.
Element x y z (Å)
N1 -1.505568 3.369570 0.789161  -0.32
C1 -1.046648 4.308490 -0.063439  0.42
C2 -1.708898 4.755990 -1.202849  -0.43
C3 -2.926128 4.190770 -1.513629  -1.07
C4 -3.515858 3.236170 -0.656609  -1.49
C5 -2.780868 2.830010 0.508341  -0.65
H1 -0.135648 4.842540 0.162971  0.37
H2 -1.252148 5.605270 -1.689149  0.46
H3 -3.383238 4.450760 -2.456949  0.82
H4 -4.495078 2.800120 -0.788449  0.77
H5 -3.244198 2.213150 1.264141  1.26
N2 0.454452 2.348250 -1.640019  0.93
C6 1.524962 2.526280 -2.492319  -0.81
C7 1.366822 3.124640 -3.745629  -1.56
C8 0.069542 3.565950 -4.082209  -0.71
C9 -0.977118 3.307860 -3.232209  0.38
C10 -0.781248 2.594810 -2.094519  0.26
H6 2.501762 2.372560 -2.058009  0.78
H7 2.147892 3.444870 -4.419269  0.56
H8 -0.077008 4.090310 -5.014929  0.42
H9 -1.962578 3.666030 -3.491009  -0.03
H10 -1.607298 2.437390 -1.416839  0.60
N3 1.279372 4.958970 2.169011  -0.75
C11 0.929052 3.765030 2.723781  -0.44
C12 1.090722 2.493260 2.097011  0.36
C13 1.783862 2.480020 0.893271  0.73
C14 1.931342 3.655090 0.232231  -0.36
C15 1.772712 4.867860 0.865381  -0.81
H11 0.388222 3.910330 3.647251  0.57
H12 0.766122 1.558190 2.529081  0.39
H13 2.046832 1.574420 0.366841  0.07
H14 2.402592 3.590870 -0.737409  0.25
H15 2.046002 5.747920 0.302171  0.48
N4 1.505002 -3.694800 -2.477219  -0.79
C16 0.553292 -3.908720 -3.445789  -0.85
C17 -0.798068 -3.641650 -3.424609  -0.98
C18 -1.267478 -3.155120 -2.199329  -0.58
C19 -0.364728 -2.860060 -1.121089  1.32
C20 0.965542 -3.195800 -1.358689  -0.02
H16 0.986262 -4.507350 -4.233559  0.58
H17 -1.546728 -3.868450 -4.169229  0.50
H18 -2.328278 -3.170520 -1.997189  0.51
H19 -0.692598 -2.462950 -0.171769  -1.09
H20 1.712322 -3.077700 -0.587459  1.16
N5 -3.756588 -0.569220 2.445251  -0.77
C21 -5.002468 -1.033100 2.140381  -1.14
C22 -5.230518 -1.953010 1.126021  -0.76
C23 -4.174288 -2.705100 0.740031  -1.64
C24 -2.828898 -2.265840 1.008901  1.00
C25 -2.722758 -1.221540 1.915821  1.84
H21 -5.762928 -0.452780 2.641691  0.54
H22 -6.254658 -2.213690 0.903381  0.52
H23 -4.396168 -3.585580 0.155281  0.43
H24 -2.014928 -2.803310 0.545241  0.79
H25 -1.773338 -0.835680 2.256591  -0.99
N6 -1.565958 -1.571560 6.151091  -0.78
C26 -0.389468 -1.062890 6.749211  -0.78
C27 0.503102 -0.195170 6.056811  -0.44
C28 0.064162 0.316010 4.844721  -0.35
C29 -1.125548 -0.107930 4.215501  0.71
C30 -1.886618 -1.108710 4.911691  -0.97
H26 -0.026508 -1.600460 7.612721  0.42
H27 1.491882 -0.023440 6.455841  0.64
H28 0.770502 0.884810 4.258261  0.71
H29 -1.299798 0.184130 3.190451  0.56
H30 -2.795668 -1.476270 4.459031  0.85
C31 0.248662 0.175900 -0.818859  0.72
C32 -0.818618 0.993520 -0.125619  -0.88
O1 -0.969668 0.466720 1.160851  0.79
S1 0.223792 -0.594230 1.584751  -1.20
O2 -0.295988 -1.965340 1.442081  1.63
O3 0.888062 -0.124860 2.802841  -0.10
O4 1.079112 -0.104820 0.228541  0.27
H31 0.606152 0.769940 -1.659939  -1.89
H32 -0.182968 -0.679160 -1.339109  -0.37
H33 -1.724718 0.973240 -0.731159  -0.13
H34 -0.578548 2.055510 -0.074059  -0.02
C33 2.963842 -1.606260 4.144341  1.82
C34 2.656582 -0.128070 3.766431  2.06
O5 3.466152 0.581230 4.754421  -0.70
S2 4.298272 -0.266690 5.816561  1.00
O6 3.501792 -0.700590 7.030151  -0.60
O7 5.662592 0.210260 5.993101  -0.63
O8 4.257472 -1.505460 4.649211  -0.90
H35 2.946732 -2.417060 3.416051  -1.21
H36 2.250852 -1.958140 4.889951  0.22
H37 1.657462 0.225420 4.021211  -0.54
H38 2.923312 0.305190 2.802461  -0.29
C35 -1.282888 -3.261060 3.101291  -0.29
C36 -0.451938 -4.063910 2.113501  -0.38
O9 0.858472 -4.296050 2.723081  -0.49
S3 1.084412 -3.216440 4.014821  1.01
O10 1.471802 -1.906330 3.515741  -0.32
O11 1.844672 -3.662510 5.179171  -0.57
O12 -0.552748 -3.270010 4.323241  -0.58
H39 -2.220378 -3.814110 3.159161  0.92
H40 -1.641178 -2.268120 2.829661  -0.56
H41 -0.234138 -3.643890 1.131551  0.59
H42 -0.820088 -5.086680 2.032831  0.58
C37 3.680382 -1.701430 -3.704159  -0.71
C38 2.410502 -1.438720 -4.404529  0.61
O13 2.018652 -0.181010 -4.016349  -0.53
S4 2.873872 0.379400 -2.735249  0.69
O14 2.374122 -0.132890 -1.412909  0.22
O15 3.172732 1.785030 -2.854939  -0.62
O16 4.162882 -0.476360 -3.255559  -0.66
H43 4.508652 -2.135240 -4.264419  0.49
H44 3.537462 -2.280400 -2.791759  0.19
H45 1.593952 -2.119720 -4.164539  -0.94
H46 2.592842 -1.587810 -5.468779  0.70
C39 4.273872 -0.800440 -0.070199  0.39
C40 3.366252 -0.004750 0.848821  -0.68
O17 3.144652 -0.915630 1.855331  -0.59
S5 2.800912 -2.490510 1.326841  1.26
O18 1.560612 -2.576930 0.540031  -0.64
O19 3.109922 -3.541840 2.237181  -0.52
O20 4.157392 -2.227870 0.335121  -0.72
H47 5.296402 -0.444450 0.055441  0.65
H48 3.992972 -0.788970 -1.123329  -0.59
H49 2.362602 0.111410 0.439781  0.76
H50 3.710132 0.938730 1.272711  0.68
C41 -4.457348 0.687200 -3.334339  -1.32
C42 -3.554928 1.857750 -3.213269  -0.96
O21 -2.492778 1.163430 -2.572979  0.60
S6 -3.120958 0.191160 -1.294749  0.28
O22 -3.371108 1.085550 -0.140949  -0.74
O23 -2.245628 -1.016800 -1.223239  0.19
O24 -4.514218 -0.074820 -2.192409  -0.55
H51 -4.022938 0.144510 -4.173899  0.41
H52 -5.482278 0.988540 -3.550709  0.47
H53 -3.923688 2.686130 -2.608369  0.48
H54 -3.102958 2.265430 -4.117489  0.98
C43 -0.082208 0.084810 -3.841019  0.64
C44 0.288672 -0.379370 -5.265459  -0.52
O25 -0.646908 0.242490 -6.106469  -0.56
S7 -1.563538 1.424160 -5.448249  1.29
O26 -2.955388 1.187600 -5.823629  -0.68
O27 -0.975348 2.786510 -5.678139  -0.66
O28 -1.168468 0.982350 -3.919919  -0.61
H55 0.658702 0.656430 -3.282099  1.05
H56 -0.445558 -0.828670 -3.370259  -0.84
H57 0.410812 -1.461660 -5.308269  0.51
H58 1.300182 0.000180 -5.410029  0.51

Atomic forces in eV per Å
-3.13 0.38 -0.57
-1.23 0.68 0.42
-0.43 0.62 1.82
-1.21 0.28 1.17
1.64 2.31 1.52
1.89 5.26 0.26
-0.34 -0.57 0.27
-0.18 -0.21 -0.58
-0.43 0.36 0.18
0.01 0.37 -0.21
0.50 0.70 0.50
0.52 2.88 -3.44
-7.13 5.60 2.84
-1.59 0.56 0.16
2.03 0.94 1.31
0.28 1.18 -0.86
2.04 1.75 0.86
-4.08 3.73 3.49
0.45 -0.40 0.21
0.65 1.01 1.07
0.39 0.02 -0.15
1.07 0.52 -0.64
0.67 -1.43 -1.95
-0.10 0.69 -1.50
0.91 1.58 0.55
-1.39 -0.44 0.57
2.24 1.31 -0.09
-0.34 -0.62 2.21
0.12 -0.45 0.30
0.13 1.47 0.13
-0.32 1.18 0.34
-0.15 0.62 0.08
-0.17 0.48 0.41
-3.41 -0.23 -1.22
1.87 -1.18 -0.57
-0.14 0.42 1.89
0.89 -0.27 1.54
-0.82 -1.66 -2.99
0.79 -0.85 -2.81
-0.16 0.22 -0.78
0.47 -0.29 -0.39
-0.10 0.46 -0.20
0.36 -0.26 -1.15
-0.47 -1.29 -3.55
-1.28 -1.47 0.09
1.64 2.23 -0.57
-1.27 0.12 2.22
2.57 0.18 -1.17
-3.24 -1.13 0.10
-1.12 0.71 -0.69
-0.46 -0.24 -0.11
-0.02 -0.16 -0.17
0.41 -0.09 -0.35
-0.63 0.04 0.56
-1.78 -0.75 -0.45
1.81 1.92 0.23
-0.97 -0.96 -3.13
-2.02 -0.81 0.82
-1.70 -0.02 0.67
0.15 -1.13 2.94
1.20 2.01 1.10
-0.39 0.19 0.38
-0.09 0.26 0.07
-1.83 1.66 1.54
-0.57 0.71 1.13
-0.05 -0.21 0.21
-4.21 -0.39 -0.89
1.43 -0.25 -1.24
0.52 -0.70 0.99
-1.32 1.49 -2.05
1.77 7.38 1.00
-5.04 -1.34 -9.84
-3.49 -2.87 2.80
0.10 -1.13 2.28
0.31 -0.44 0.93
2.72 0.22 1.63
0.60 -1.55 0.84
4.32 1.94 2.69
2.33 2.06 4.40
1.24 2.19 2.37
-0.94 -3.26 -0.88
2.22 1.70 -3.50
-2.48 -0.47 -0.28
3.90 0.76 3.64
4.31 1.74 2.14
3.79 2.26 2.44
3.96 -1.16 1.22
0.10 0.87 2.57
-0.93 -1.03 0.27
1.04 -2.31 0.18
0.55 1.48 2.02
-4.58 -3.05 -0.21
-12.41 -6.43 -4.02
-2.39 -0.78 -2.71
2.06 -0.17 0.36
-0.03 -0.24 1.08
1.29 -1.33 0.91
-0.51 -1.19 0.64
-0.25 0.03 -0.05
1.55 -2.26 1.80
0.58 -2.76 -0.96
4.32 1.94 3.05
2.68 -2.65 0.66
2.01 1.92 -7.67
9.85 -8.78 -5.52
-0.04 2.61 1.11
-0.42 -0.11 -0.26
-0.21 -0.68 -0.26
0.68 -0.18 0.38
-0.23 1.01 -0.29
1.25 -0.80 -0.13
0.88 -0.58 -1.57
-1.17 -5.61 -0.40
3.42 2.94 -3.02
5.06 1.98 7.72
0.88 0.20 -1.71
-1.38 -0.77 -0.02
0.29 -0.78 0.11
1.06 -0.25 1.34
3.36 0.58 0.26
0.76 -0.41 0.11
-1.68 0.88 -3.53
-0.04 0.08 1.18
-3.82 -2.29 5.89
-0.43 -0.59 -1.99
-2.70 -7.28 -3.00
-3.56 3.43 -0.65
1.62 -0.74 3.25
-0.50 -0.56 0.08
-0.06 -0.15 -0.17
-0.09 -0.68 -0.49
-1.16 -0.24 0.37
-1.66 -0.24 -0.09
0.06 2.06 0.19
-1.49 0.43 -1.26
2.23 0.23 -1.06
2.66 0.17 0.40
-3.59 -5.90 -2.31
0.73 -0.30 -6.48
-1.70 -0.40 -0.72
0.08 0.19 0.83
-1.47 0.14 -0.71
-1.57 0.63 -2.06